Entry 1:
Formula: CH12O4
Source: the Open Molecules 2025 dataset
Level of theory: the ωB97M-V functional and the def2-TZVPD basis

Structure (XYZ):
```
17
Properties=species:S:1:pos:R:3:forces:R:3
C 1.64290 1.71939 0.27946 0.28 -0.53 0.48
H 0.76600 2.28302 0.58832 0.26 0.32 0.25
H 1.44369 0.66821 0.49367 -0.20 -0.07 -0.71
H 2.55399 1.88473 0.85798 -0.25 0.70 0.12
H 1.85083 1.95204 -0.76021 -0.09 -0.36 -0.12
O -0.92966 -0.21820 1.97740 0.02 0.37 0.74
H -0.71461 0.70085 1.78448 0.01 0.00 -0.68
H -1.10585 -0.12752 2.92420 -0.08 -0.50 -0.07
O 0.69004 -0.78120 -1.77520 -0.83 0.68 0.63
H 0.58463 -1.73090 -1.69284 0.60 -0.18 -0.37
H 1.32410 -0.49105 -2.43099 0.09 -0.61 -0.14
O -1.79394 1.02082 -0.75019 0.02 -0.93 -0.65
H -2.48433 0.64998 -1.31943 -0.28 0.53 0.26
H -1.10582 0.36328 -0.95271 0.46 0.47 0.29
O -0.76136 -2.92968 0.08236 0.29 -0.48 -2.99
H -0.83586 -2.83774 0.99173 -0.18 0.50 2.66
H -1.12476 -2.12603 -0.29802 -0.12 0.11 0.30
```
Forces are in eV/Å.

E_LUMO	0.55	eV
frontier orbital gap	11.7297	eV
E_HOMO	-0.41086	Ha
SMILES	C.O.O.O.O

Entry 2:
Formula: C30H50N7O3PPt
Source: the Open Molecules 2025 dataset
Level of theory: the ωB97M-V functional and the def2-TZVPD basis

Structure (XYZ):
```
92
Properties=species:S:1:pos:R:3:forces:R:3
Pt 0.34107 1.17527 -1.50624 -0.49 -0.16 1.19
N 2.23538 -0.00212 -1.48215 -0.78 0.30 -0.40
C 3.60757 -0.04273 -2.02704 0.14 0.19 -0.05
C 3.71318 -0.20667 -3.54014 -0.01 -0.01 -0.05
C 4.02855 1.08595 -4.29270 0.03 0.04 -0.03
C 3.03296 2.21630 -4.10161 -0.05 -0.01 -0.14
N 1.69585 1.77564 -4.49032 0.66 -0.04 -0.17
H 2.28726 0.11579 -0.47296 0.14 -0.17 -0.02
H 1.78198 -0.89674 -1.63695 0.26 -0.06 0.05
H 4.11869 -0.88087 -1.54511 0.01 0.00 0.06
H 4.12545 0.86551 -1.71212 -0.07 0.02 0.01
H 2.80901 -0.68095 -3.93130 -0.04 0.06 0.05
H 4.53704 -0.89797 -3.73053 -0.06 -0.07 -0.06
H 4.09625 0.86851 -5.36408 0.06 -0.07 0.02
H 5.02234 1.42380 -3.98321 -0.02 0.06 -0.02
H 3.37424 3.07853 -4.68618 0.11 0.04 0.06
H 3.01047 2.53482 -3.05423 -0.09 0.00 -0.04
H 1.73970 1.23426 -5.34650 0.02 0.03 -0.08
H 1.09201 2.56641 -4.68013 0.24 -0.08 0.03
O 0.77865 3.45937 -2.22829 0.09 0.08 -0.15
N 0.10360 4.12860 -3.04917 -0.02 -0.04 0.09
C -0.77348 3.55735 -3.87294 -0.26 -0.05 -0.17
C -0.96342 2.14369 -3.82508 -0.05 0.36 0.42
N -0.76622 1.07315 -3.43430 -0.51 -0.54 -0.57
C -1.50730 4.40785 -4.75814 0.10 -0.05 0.12
N -2.08664 5.08712 -5.48338 -0.01 -0.04 0.00
C -0.24201 3.97990 2.55633 0.00 -0.04 -0.05
N -0.99724 3.57217 1.37893 -0.17 0.11 -0.03
C -2.25112 4.09184 1.13682 0.02 0.01 0.07
C -2.96983 3.75113 0.06400 0.05 -0.01 -0.01
C -2.43967 2.79245 -0.90726 0.00 -0.17 -0.09
O -3.05989 2.43001 -1.88937 -0.07 0.03 0.02
N -1.18614 2.28738 -0.59448 0.66 -0.13 -0.13
C -0.46916 2.68164 0.48405 0.15 -0.16 -0.05
O 0.66423 2.18221 0.64878 0.06 0.45 0.52
H -0.23634 5.06600 2.63374 -0.01 0.01 -0.01
H 0.77672 3.62259 2.44959 0.01 -0.01 -0.02
H -0.67923 3.55547 3.46120 -0.01 -0.01 0.01
H -2.60593 4.79472 1.87886 0.01 0.00 0.00
H -3.94893 4.16547 -0.11909 0.01 0.00 -0.01
C -4.89763 -0.85423 0.38477 0.05 0.04 -0.02
C -4.22297 -1.22087 -0.94677 0.04 -0.02 0.05
C -2.72290 -0.87854 -0.94419 0.00 -0.07 0.07
C -2.13644 -1.01721 0.47010 -0.06 0.16 -0.09
C -2.77554 0.02896 1.41166 -0.01 -0.03 -0.05
C -4.21579 0.36817 0.99035 0.01 -0.07 -0.02
P -0.28342 -0.97414 0.38934 -0.45 0.08 -0.38
C 0.00335 -2.78177 0.01371 0.17 0.00 -0.03
C -0.57158 -3.85521 0.98313 0.11 -0.02 0.02
C 0.40699 -4.66207 1.87126 0.02 0.04 -0.04
C 1.87422 -4.56453 1.45185 -0.04 -0.01 -0.02
C 1.97460 -4.43696 -0.06165 -0.02 0.02 0.03
C 1.45570 -3.05979 -0.45910 -0.01 -0.04 -0.02
C 0.23114 -0.58412 2.10613 0.15 0.06 0.06
C -0.25537 -1.46672 3.25299 0.00 0.06 0.07
C -0.10935 -0.69132 4.57319 0.03 0.00 -0.01
C 1.15296 0.19295 4.58504 -0.01 -0.04 -0.03
C 2.22855 -0.39534 3.67642 -0.04 0.00 -0.02
C 1.75942 -0.39376 2.21018 0.01 -0.01 0.08
H -4.82929 -1.69192 1.08769 -0.01 0.02 0.00
H -5.96017 -0.66224 0.22962 -0.01 -0.03 0.00
H -4.70307 -0.67944 -1.76402 0.01 -0.01 -0.01
H -4.35976 -2.28735 -1.14446 -0.02 0.00 -0.02
H -2.56206 0.13934 -1.30169 -0.02 -0.02 -0.02
H -2.20082 -1.53232 -1.64851 0.02 0.05 -0.02
H -2.40271 -2.01325 0.83812 -0.03 0.07 0.02
H -2.18147 0.94456 1.43338 -0.02 0.02 0.01
H -2.78416 -0.36302 2.43282 0.02 0.02 -0.02
H -4.21439 1.16446 0.24337 0.01 0.02 0.00
H -4.77272 0.74268 1.85160 0.02 0.01 0.01
H -0.62034 -2.84807 -0.88252 -0.02 -0.04 -0.01
H -1.10830 -4.57043 0.35801 -0.01 0.00 -0.01
H -1.33154 -3.41089 1.62299 -0.01 -0.03 -0.02
H 0.10761 -5.71105 1.81599 -0.01 0.00 0.02
H 0.29847 -4.37956 2.91875 0.01 0.00 0.00
H 2.41930 -5.43633 1.81675 0.02 0.01 0.01
H 2.34506 -3.68328 1.90478 0.00 -0.02 0.00
H 1.39150 -5.22938 -0.54334 0.02 0.01 -0.01
H 3.00657 -4.54381 -0.40086 0.00 -0.02 0.00
H 1.51385 -2.93797 -1.54536 -0.02 0.00 0.01
H 2.14942 -2.33357 -0.02530 -0.02 -0.03 -0.01
H -0.21822 0.40722 2.24029 0.03 -0.02 0.00
H 0.34721 -2.37626 3.28614 -0.01 0.01 -0.01
H -1.29395 -1.77385 3.12271 0.03 -0.03 -0.01
H -0.07921 -1.39771 5.40592 0.00 0.00 0.00
H -0.99460 -0.06750 4.72240 0.00 -0.01 0.01
H 1.52704 0.29769 5.60435 0.00 0.03 0.00
H 0.91237 1.20220 4.23588 0.00 -0.01 0.00
H 2.44590 -1.41771 4.00131 0.01 0.01 -0.01
H 3.16112 0.16376 3.76504 0.01 -0.01 0.01
H 2.28806 -1.18811 1.67423 -0.02 0.01 0.01
H 2.01773 0.55672 1.73822 -0.01 -0.01 0.00
```
Forces are in eV/Å.

E_LUMO (spin up / spin down)	-0.28 / -0.38	eV
frontier orbital gap (spin up / spin down)	7.0827 / 7.4019	eV
E_HOMO (spin up / spin down)	-0.27074 / -0.28613	Ha

Entry 3:
Formula: C27H30N2O7S
Source: the Open Molecules 2025 dataset
Level of theory: the ωB97M-V functional and the def2-TZVPD basis

Structure (XYZ):
```
67
Properties=species:S:1:pos:R:3:forces:R:3
C 2.02857 3.87964 0.04763 0.37 0.12 0.23
O 0.90743 3.07995 -0.31461 -0.33 0.08 -0.19
C 0.68892 2.00179 0.41700 -0.34 -0.05 0.33
O 1.30831 1.70576 1.40919 0.12 0.10 0.06
C -0.42074 1.10591 -0.14787 0.06 0.33 -0.32
C -1.48474 1.92321 -0.89012 0.15 0.12 0.04
C -2.22245 2.89104 0.02950 -0.40 -0.37 0.07
S -3.59885 2.13887 0.95153 -0.27 0.18 -0.08
C -4.84053 2.08318 -0.37316 0.48 0.19 0.32
N -0.99152 0.33459 0.92740 0.46 0.02 0.57
C -1.17580 -1.04338 0.49315 -0.14 -0.20 -0.06
C -2.57398 -1.20742 -0.05748 0.14 -0.17 0.08
C -2.89419 -1.28177 -1.39698 0.03 -0.09 0.41
C -4.20868 -1.37271 -1.83676 -0.45 -0.01 -0.26
C -5.23557 -1.37976 -0.90570 0.21 0.00 -0.03
O -6.56392 -1.44874 -1.20171 0.20 0.03 0.35
C -6.94565 -1.55026 -2.55160 -0.05 -0.01 -0.24
C -4.93316 -1.30360 0.45425 -0.08 -0.01 0.20
C -3.62085 -1.21982 0.88610 -0.11 -0.09 -0.43
O -3.24865 -1.16356 2.18453 0.17 -0.03 -0.28
C -4.24408 -0.99292 3.16475 -0.15 0.02 0.19
C -0.04149 -1.28727 -0.52315 -0.43 -0.03 0.23
C 1.23508 -1.68230 0.19710 -0.23 -0.10 -0.18
O 1.38771 -2.61030 0.94169 -0.04 -0.08 0.11
N 2.22792 -0.78750 -0.17808 0.37 -0.07 0.11
C 3.55928 -0.83974 0.30996 0.25 -0.04 0.17
C 3.78413 -1.03518 1.66692 -0.05 0.06 -0.17
C 5.08485 -1.07611 2.13787 0.01 0.00 -0.02
C 6.14493 -0.90526 1.26894 0.05 0.03 -0.14
C 5.92244 -0.69417 -0.09205 -0.21 -0.14 0.55
C 7.10759 -0.49710 -0.97077 0.03 0.07 -0.30
C 6.83940 -0.13089 -2.40874 0.33 0.02 -0.01
O 8.23336 -0.61907 -0.54330 -0.02 0.01 0.00
C 4.61550 -0.67362 -0.57177 0.16 -0.03 0.07
C 1.77787 0.20084 -1.03391 -0.12 -0.16 -0.45
O 2.47440 1.02270 -1.57277 0.04 0.05 -0.04
C 0.27453 0.07311 -1.12699 -0.08 0.10 -0.06
H 2.08620 3.98244 1.13253 0.00 0.04 -0.13
H 1.88233 4.84536 -0.42898 0.00 -0.06 0.01
H 2.93965 3.40505 -0.32125 -0.06 0.02 0.03
H -0.99466 2.48991 -1.68420 -0.03 -0.09 -0.08
H -2.19915 1.23087 -1.33805 0.06 0.03 -0.09
H -1.55577 3.29478 0.78911 0.03 0.16 -0.01
H -2.64461 3.71690 -0.54366 0.12 0.09 0.05
H -5.74087 1.65828 0.05638 -0.12 -0.05 -0.01
H -4.49047 1.44704 -1.18068 -0.08 -0.08 -0.13
H -5.03769 3.09063 -0.73005 -0.12 0.05 -0.11
H -0.41039 0.39590 1.75706 0.03 -0.06 -0.12
H -1.07784 -1.71377 1.35168 0.10 0.11 -0.11
H -2.11513 -1.26754 -2.14461 0.14 -0.01 -0.06
H -4.40536 -1.43118 -2.89508 -0.07 -0.01 -0.09
H -6.53628 -2.45154 -3.01886 0.00 0.04 0.02
H -8.03279 -1.60994 -2.54732 0.08 0.00 -0.05
H -6.63539 -0.67046 -3.12511 0.01 -0.04 0.02
H -5.76015 -1.30989 1.14401 -0.10 0.00 0.14
H -3.71076 -0.89498 4.10869 -0.09 0.00 -0.03
H -4.91455 -1.85704 3.21601 0.03 0.05 -0.02
H -4.82310 -0.08374 2.98029 0.00 -0.03 -0.01
H -0.29270 -2.06664 -1.24271 0.11 -0.01 -0.03
H 2.94978 -1.15224 2.33890 -0.07 -0.01 0.04
H 5.26652 -1.23305 3.19003 0.01 -0.01 0.09
H 7.16507 -0.92559 1.62199 0.06 0.00 0.02
H 6.20091 0.74762 -2.46364 -0.12 0.05 -0.05
H 7.78313 0.07055 -2.90924 0.00 -0.02 0.02
H 6.33999 -0.95634 -2.91214 -0.11 -0.04 -0.07
H 4.40743 -0.52380 -1.61785 0.00 0.03 -0.07
H -0.06557 0.23417 -2.14877 0.09 -0.01 0.00
```
Forces are in eV/Å.

E_LUMO	0.35	eV
frontier orbital gap	8.3324	eV
E_HOMO	-0.29333	Ha
SMILES	COC(=O)[C@]1(CCSC)N[C@@H](c2ccc(OC)cc2OC)[C@@H]2C(=O)N(c3cccc(C(C)=O)c3)C(=O)[C@@H]21

Record order is preserved below.
Energy above the lowest of the compared OMol25 structures with the same formula, charge and spin: 20.1, 103.9, 0.0 kcal per mole